[1]
{"formula": "C25H30FeN8S", "method": "wB97M-V/def2-TZVPD", "lumo_ev": -6.104, "charge": 2, "de_lowest_kj_mol": 0.0, "energy_ha": -3070.2044, "elements": ["Fe", "C", "C", "N", "C", "C", "N", "C", "C", "N", "C", "C", "N", "C", "C", "C", "C", "C", "C", "C", "N", "H", "H", "H", "H", "H", "H", "H", "H", "H", "H", "H", "H", "H", "H", "H", "H", "H", "H", "H", "H", "H", "H", "H", "N", "C", "C", "C", "C", "C", "C", "N", "C", "C", "C", "S", "C", "N", "H", "H", "H", "H", "H", "H", "H"], "coordinates": [[-1.281, -0.249, 0.491], [0.993, 2.936, -1.146], [0.213, 1.722, -0.779], [-0.348, 1.470, 0.341], [-0.295, 2.269, 1.553], [-0.276, 1.249, 2.695], [-1.314, 0.191, 2.505], [-2.671, 0.533, 2.966], [-3.434, 1.254, 1.870], [-3.207, 0.627, 0.538], [-4.249, -0.381, 0.181], [-3.748, -1.806, 0.442], [-2.440, -1.765, -0.187], [-2.217, -2.149, -1.390], [-3.050, -3.093, -2.194], [-1.118, -1.399, -2.054], [-0.587, -1.569, -3.323], [0.278, -0.593, -3.807], [0.585, 0.530, -3.047], [0.030, 0.632, -1.779], [-0.782, -0.328, -1.334], [0.996, 3.679, -0.355], [0.573, 3.392, -2.045], [2.026, 2.656, -1.361], [-1.178, 2.909, 1.589], [0.587, 2.905, 1.627], [-0.364, 1.730, 3.671], [0.686, 0.741, 2.627], [-0.988, -0.604, 3.044], [-2.648, 1.154, 3.866], [-3.178, -0.396, 3.233], [-3.130, 2.297, 1.808], [-4.499, 1.259, 2.114], [-3.274, 1.377, -0.142], [-4.436, -0.295, -0.890], [-5.190, -0.180, 0.697], [-4.446, -2.530, 0.023], [-3.633, -2.007, 1.508], [-3.727, -3.678, -1.579], [-2.403, -3.783, -2.737], [-3.632, -2.545, -2.939], [-0.840, -2.426, -3.931], [0.703, -0.701, -4.796], [1.238, 1.298, -3.437], [3.766, -1.046, -0.266], [4.431, 0.164, -0.239], [5.697, 0.552, -0.668], [6.040, 1.870, -0.455], [5.158, 2.772, 0.168], [3.905, 2.380, 0.586], [3.534, 1.051, 0.366], [2.356, 0.391, 0.689], [2.541, -0.845, 0.306], [1.608, -1.944, 0.561], [1.972, -3.256, 0.555], [0.711, -4.239, 1.131], [-0.260, -2.862, 1.295], [0.296, -1.725, 0.954], [4.147, -1.916, -0.597], [6.385, -0.141, -1.135], [7.015, 2.220, -0.765], [5.481, 3.792, 0.329], [3.237, 3.073, 1.084], [2.930, -3.687, 0.315], [-1.276, -2.938, 1.649]], "forces_ev_per_a": [[-0.172, 0.135, 0.342], [-0.032, -0.020, -0.012], [0.050, 0.219, 0.061], [0.071, -0.195, -0.098], [0.038, -0.208, 0.147], [0.008, -0.011, -0.246], [0.070, -0.117, 0.112], [-0.003, 0.043, 0.002], [-0.082, 0.025, -0.016], [-0.023, 0.078, 0.006], [-0.001, -0.041, -0.001], [0.006, 0.048, -0.046], [0.182, -0.139, 0.054], [-0.250, -0.175, 0.058], [0.016, 0.046, -0.026], [0.199, 0.141, -0.166], [-0.017, -0.089, 0.003], [0.045, 0.026, -0.042], [0.012, -0.031, 0.006], [-0.022, -0.119, -0.075], [-0.069, 0.147, -0.039], [-0.007, -0.003, 0.008], [0.008, -0.005, -0.003], [-0.012, 0.011, -0.020], [0.042, 0.069, 0.022], [0.027, -0.020, -0.082], [-0.069, 0.015, 0.001], [0.001, 0.019, 0.101], [-0.050, 0.003, 0.036], [-0.006, -0.018, 0.014], [0.012, -0.017, -0.042], [0.059, -0.015, -0.014], [-0.003, 0.045, -0.019], [-0.021, -0.043, -0.040], [-0.022, 0.022, 0.005], [0.026, 0.001, 0.054], [0.015, -0.010, -0.014], [-0.012, -0.004, -0.001], [0.001, 0.002, 0.012], [0.001, 0.006, -0.001], [0.005, -0.020, -0.005], [-0.011, 0.004, 0.017], [-0.005, 0.002, 0.005], [-0.007, 0.009, 0.014], [-0.010, -0.077, -0.044], [-0.052, 0.065, 0.033], [0.012, -0.013, -0.018], [-0.001, -0.011, -0.007], [-0.016, 0.015, 0.008], [0.011, 0.023, 0.008], [0.078, -0.023, 0.001], [0.005, -0.057, 0.089], [-0.036, 0.165, 0.000], [-0.026, -0.034, -0.031], [0.093, -0.049, 0.124], [-0.089, 0.032, -0.027], [0.115, -0.056, 0.131], [-0.086, 0.199, -0.318], [-0.032, 0.005, -0.044], [-0.003, 0.004, 0.006], [-0.001, -0.002, 0.003], [-0.002, -0.003, 0.000], [0.026, -0.022, -0.006], [0.013, 0.035, 0.032], [0.004, -0.010, -0.011]], "mulliken_charge": [-0.25, -2.01, 0.29, 0.64, -0.51, -1.27, 0.05, -0.89, -0.68, -0.25, -0.79, -0.87, 0.20, 0.23, -2.00, 1.29, -0.81, -0.94, -0.82, 1.02, 0.68, 0.41, 0.47, 0.40, 0.28, 0.61, 0.42, 0.44, 0.31, 0.43, 0.41, 0.35, 0.47, 0.25, 0.45, 0.44, 0.53, 0.13, 0.46, 0.49, 0.37, 0.46, 0.47, 0.57, -0.07, 0.57, -1.14, -0.53, -0.72, -0.36, 0.26, 0.08, 0.87, -0.75, -0.72, -0.11, -0.37, 0.45, 0.22, 0.43, 0.41, 0.45, 0.45, 0.41, 0.25]}

[2]
{"formula": "C25H30IrN3O3Sb", "method": "wB97M-V/def2-TZVPD", "lumo_ev": [-13.472, -13.473], "multiplicity": 2, "charge": 4, "de_lowest_kj_mol": 0.0, "energy_ha": -1703.7080, "elements": ["Ir", "C", "C", "C", "C", "C", "N", "C", "O", "N", "C", "C", "C", "C", "N", "C", "C", "C", "H", "H", "H", "H", "H", "H", "H", "H", "H", "H", "H", "H", "H", "C", "Sb", "C", "C", "H", "H", "H", "H", "H", "H", "H", "H", "H", "C", "C", "O", "C", "C", "C", "C", "C", "C", "H", "H", "H", "H", "H", "H", "H", "H", "O", "C"], "coordinates": [[-0.100, 0.705, -0.454], [-2.303, -9.034, 4.818], [-1.638, -7.975, 4.042], [-1.508, -8.057, 2.627], [-0.857, -7.087, 1.934], [-0.288, -5.968, 2.616], [0.409, -5.079, 1.832], [1.353, -4.093, 2.188], [2.367, -3.976, 1.568], [0.980, -3.215, 3.252], [0.423, -1.963, 2.927], [-0.108, -1.167, 3.946], [-0.612, 0.080, 3.637], [-0.572, 0.528, 2.332], [-0.048, -0.224, 1.343], [0.447, -1.450, 1.635], [-0.434, -5.855, 4.025], [-1.083, -6.837, 4.707], [-2.790, -9.778, 4.193], [-3.020, -8.606, 5.525], [-1.553, -9.539, 5.444], [-1.926, -8.910, 2.108], [-0.748, -7.163, 0.859], [0.635, -5.443, 0.910], [1.749, -3.112, 3.911], [-0.127, -1.533, 4.965], [-1.046, 0.712, 4.400], [-0.969, 1.495, 2.057], [0.886, -2.022, 0.832], [-0.014, -5.014, 4.553], [-1.178, -6.773, 5.783], [3.451, 0.758, 1.018], [2.346, 1.652, -0.528], [3.134, 1.177, -2.421], [2.160, 3.727, -0.246], [4.449, 1.200, 0.994], [3.526, -0.314, 0.844], [2.982, 0.973, 1.977], [4.007, 1.820, -2.552], [2.407, 1.388, -3.202], [3.439, 0.132, -2.436], [3.177, 4.122, -0.194], [1.643, 3.928, 0.690], [1.638, 4.166, -1.094], [-1.580, 4.186, 0.854], [-1.632, 3.559, -0.498], [-1.094, 2.375, -0.610], [-2.235, 4.164, -1.614], [-2.839, 5.443, -1.471], [-3.453, 6.041, -2.545], [-3.474, 5.386, -3.777], [-2.885, 4.125, -3.943], [-2.274, 3.518, -2.879], [-0.955, 3.605, 1.529], [-2.585, 4.260, 1.276], [-1.184, 5.200, 0.796], [-2.829, 5.956, -0.519], [-3.916, 7.011, -2.437], [-3.958, 5.861, -4.622], [-2.922, 3.639, -4.908], [-1.831, 2.540, -3.003], [1.031, -1.755, -1.719], [0.620, -0.833, -1.217]], "forces_ev_per_a": [[-0.318, 0.404, 0.172], [-0.001, 0.002, 0.004], [0.001, 0.003, -0.001], [-0.001, -0.006, -0.001], [0.005, 0.008, -0.008], [-0.106, 0.063, 0.017], [0.270, -0.130, 0.089], [-0.147, -0.009, -0.066], [-0.004, 0.112, -0.134], [-0.139, -0.053, 0.116], [0.129, 0.088, -0.057], [-0.009, -0.034, -0.013], [-0.014, 0.017, 0.000], [-0.028, -0.052, -0.041], [0.202, 0.016, 0.245], [-0.035, -0.002, -0.077], [0.019, 0.004, -0.010], [-0.005, -0.001, -0.002], [-0.002, 0.002, -0.001], [0.001, 0.001, 0.000], [0.001, -0.003, -0.003], [0.000, 0.000, -0.001], [-0.003, -0.006, 0.000], [-0.006, -0.022, 0.017], [-0.010, -0.070, 0.041], [-0.002, -0.002, -0.002], [0.006, 0.001, 0.002], [-0.009, 0.004, 0.001], [0.028, 0.020, 0.019], [-0.004, 0.002, 0.006], [0.000, 0.003, 0.000], [-0.001, -0.022, 0.018], [0.000, 0.024, 0.028], [0.021, 0.025, 0.015], [0.014, -0.003, -0.005], [-0.004, 0.007, -0.014], [-0.001, -0.001, 0.006], [0.003, -0.004, 0.000], [0.009, -0.017, -0.016], [-0.009, 0.009, 0.009], [-0.003, -0.001, -0.007], [-0.004, 0.010, -0.002], [0.007, 0.005, 0.003], [-0.007, -0.009, -0.001], [-0.019, -0.026, -0.002], [-0.019, 0.059, -0.019], [0.137, -0.141, -0.118], [0.040, 0.008, 0.013], [-0.012, 0.008, -0.005], [0.003, 0.000, 0.009], [-0.002, -0.003, -0.002], [0.005, 0.000, 0.001], [-0.005, -0.003, -0.015], [0.005, 0.013, 0.002], [-0.004, -0.017, -0.006], [-0.001, 0.000, -0.002], [0.002, 0.002, -0.002], [0.000, 0.000, -0.002], [-0.001, 0.000, 0.000], [-0.003, -0.002, 0.001], [-0.011, -0.006, 0.003], [0.029, 0.041, -0.022], [0.008, -0.315, -0.184]], "lowdin_spin": [0.00, 0.06, 0.25, 0.06, 0.07, 0.20, 0.13, 0.01, 0.04, 0.00, 0.00, 0.00, 0.00, 0.00, 0.00, 0.00, 0.05, 0.08, 0.00, 0.02, 0.03, 0.00, 0.00, 0.00, 0.00, 0.00, 0.00, 0.00, 0.00, 0.00, 0.00, 0.00, 0.00, 0.00, 0.00, 0.00, 0.00, 0.00, 0.00, 0.00, 0.00, 0.00, 0.00, 0.00, 0.00, 0.00, 0.00, 0.00, 0.00, 0.00, 0.00, 0.00, 0.00, 0.00, 0.00, 0.00, 0.00, 0.00, 0.00, 0.00, 0.00, 0.00, 0.00]}

[3]
{"formula": "C25H30MoN2O13", "method": "wB97M-V/def2-TZVPD", "lumo_ev": [-0.945, -0.128], "multiplicity": 3, "energy_ha": -2126.5822, "elements": ["Mo", "N", "C", "C", "O", "N", "C", "C", "O", "O", "H", "H", "H", "H", "H", "H", "C", "O", "C", "C", "O", "C", "C", "O", "C", "H", "H", "H", "H", "H", "H", "H", "H", "H", "H", "H", "H", "H", "H", "O", "C", "C", "C", "C", "C", "C", "C", "O", "O", "H", "H", "H", "H", "H", "O", "C", "O", "C", "C", "C", "C", "O", "C", "O", "C", "C", "H", "H", "H", "H", "H"], "coordinates": [[0.076, 0.679, -0.619], [-0.351, 2.707, 0.211], [0.935, 3.185, 0.758], [2.009, 2.866, -0.269], [2.929, 3.608, -0.524], [1.755, 1.664, -0.896], [2.324, 1.426, -2.211], [1.150, 1.271, -3.197], [1.279, 1.313, -4.389], [-0.013, 1.109, -2.566], [-1.066, 2.643, 0.928], [-0.700, 3.337, -0.516], [0.939, 4.254, 0.964], [1.150, 2.639, 1.678], [2.975, 2.241, -2.522], [2.897, 0.496, -2.235], [-2.344, -0.746, -2.077], [-1.984, -0.105, -0.837], [-3.090, 0.244, 0.004], [-3.862, 1.449, -0.474], [-3.106, 2.623, -0.246], [-3.516, 3.735, -1.034], [-2.771, 3.827, -2.345], [-1.443, 4.230, -2.083], [-0.685, 4.372, -3.279], [-2.947, -1.625, -1.846], [-1.423, -1.034, -2.577], [-2.900, -0.059, -2.715], [-2.661, 0.421, 0.992], [-3.760, -0.618, 0.055], [-4.807, 1.492, 0.082], [-4.107, 1.349, -1.537], [-3.309, 4.631, -0.446], [-4.594, 3.692, -1.219], [-3.266, 4.563, -2.992], [-2.772, 2.860, -2.867], [-1.075, 5.201, -3.878], [-0.708, 3.454, -3.869], [0.340, 4.593, -2.990], [-1.757, 0.825, 3.480], [-1.094, -0.224, 4.062], [-1.565, -0.764, 5.254], [-0.895, -1.808, 5.868], [0.264, -2.320, 5.304], [0.737, -1.772, 4.125], [0.070, -0.733, 3.480], [0.668, -0.234, 2.198], [1.852, -0.372, 1.962], [-0.190, 0.285, 1.355], [-2.458, 1.100, 4.081], [-2.465, -0.356, 5.703], [-1.281, -2.216, 6.793], [0.795, -3.132, 5.780], [1.648, -2.137, 3.669], [0.517, -2.020, -2.936], [0.952, -2.062, -1.805], [0.631, -1.184, -0.867], [1.863, -3.141, -1.322], [2.122, -4.210, -2.170], [2.964, -5.253, -1.785], [3.519, -5.163, -0.532], [4.381, -6.035, 0.070], [4.604, -5.524, 1.386], [3.967, -4.255, 1.480], [3.266, -4.094, 0.311], [2.445, -3.060, -0.046], [1.655, -4.213, -3.145], [3.176, -6.089, -2.436], [5.676, -5.406, 1.548], [4.166, -6.210, 2.116], [2.267, -2.213, 0.602]], "forces_ev_per_a": [[0.078, 0.193, 0.436], [-0.027, 0.021, -0.058], [-0.019, -0.017, -0.011], [0.010, 0.064, 0.016], [-0.007, -0.022, 0.008], [-0.240, -0.184, -0.065], [0.030, -0.003, -0.035], [-0.188, 0.013, 0.011], [0.046, 0.052, -0.031], [0.056, 0.018, -0.249], [0.020, -0.020, -0.003], [0.019, -0.010, 0.014], [0.008, 0.000, -0.006], [0.002, 0.007, 0.005], [0.001, 0.000, 0.016], [0.005, 0.003, 0.016], [-0.034, -0.028, -0.015], [0.033, 0.359, -0.161], [0.049, -0.044, 0.100], [0.016, 0.024, -0.065], [-0.006, -0.024, -0.050], [-0.047, -0.029, 0.064], [0.032, -0.031, 0.006], [-0.039, -0.030, -0.008], [0.041, 0.019, 0.038], [-0.004, 0.002, 0.006], [0.003, -0.014, 0.020], [-0.008, 0.016, 0.013], [-0.030, 0.010, 0.016], [0.027, -0.018, 0.010], [0.001, 0.028, -0.011], [-0.006, -0.018, -0.006], [-0.008, 0.001, 0.003], [-0.019, 0.007, -0.005], [-0.003, 0.002, -0.003], [-0.005, 0.010, 0.006], [-0.006, 0.004, 0.001], [0.041, -0.065, 0.004], [-0.005, -0.016, -0.008], [0.013, -0.006, -0.013], [0.009, -0.006, 0.004], [0.001, -0.014, -0.002], [-0.007, 0.005, 0.009], [-0.006, -0.004, -0.012], [0.016, -0.001, 0.021], [-0.003, 0.102, 0.039], [-0.049, -0.346, -0.141], [0.019, 0.130, 0.054], [-0.010, 0.093, -0.005], [0.005, -0.001, -0.004], [-0.003, 0.000, 0.000], [0.000, 0.000, 0.002], [-0.001, 0.000, 0.000], [-0.003, 0.009, -0.007], [0.067, 0.011, -0.050], [-0.289, -0.031, 0.024], [0.363, -0.243, 0.091], [0.070, 0.019, -0.034], [0.009, 0.007, 0.001], [-0.003, -0.004, 0.002], [-0.010, 0.000, 0.003], [0.016, 0.005, -0.003], [-0.013, 0.006, -0.002], [0.023, 0.000, -0.004], [-0.011, -0.008, -0.004], [0.004, 0.012, -0.007], [-0.001, 0.001, 0.001], [-0.001, -0.002, 0.001], [-0.001, -0.006, 0.007], [-0.004, -0.003, 0.001], [-0.015, -0.002, 0.012]], "lowdin_spin": [1.75, 0.01, 0.01, 0.00, 0.00, -0.02, 0.01, 0.01, 0.01, 0.05, 0.00, 0.00, 0.00, 0.00, 0.00, 0.00, 0.00, 0.02, 0.00, 0.00, 0.00, 0.00, 0.00, 0.00, 0.00, 0.00, 0.00, 0.00, 0.00, 0.00, 0.00, 0.00, 0.00, 0.00, 0.00, 0.00, 0.00, 0.00, 0.00, 0.00, 0.00, 0.00, 0.00, 0.00, 0.00, 0.00, 0.01, 0.00, 0.04, 0.00, 0.00, 0.00, 0.00, 0.00, 0.01, 0.01, 0.07, 0.00, 0.00, 0.00, 0.00, 0.00, 0.00, 0.00, 0.00, 0.00, 0.00, 0.00, 0.00, 0.00, 0.00]}